The following is a quantum chemistry calculation of a structure of composition C25H28BrN5O5RuS2 at a distorted geometry, from the OMol25 dataset.

XYZ file:
```
67
Properties=species:S:1:pos:R:3:forces:R:3:lowdin_spin:R:1
Ru 0.2879 0.1311 0.2739 -2.7 -0.4 -0.8 0.867
C -6.7304 0.2875 -0.0961 0.0 0.0 0.0 0.000
O -6.4325 0.0358 1.2695 0.0 0.0 0.0 0.000
C -5.1467 -0.0210 1.6434 0.2 0.0 0.1 0.000
C -4.9292 -0.3054 3.0096 -0.1 0.0 0.1 0.000
C -3.6547 -0.4203 3.4645 0.1 0.0 0.0 0.000
C -2.5312 -0.2284 2.6230 0.0 0.0 -0.2 0.000
C -1.2048 -0.3934 3.1124 -0.1 0.0 0.1 0.005
C -0.9698 -0.8118 4.5432 0.2 0.0 -0.1 0.003
O -0.1869 -0.2044 2.4248 1.3 0.1 -0.3 0.031
C -2.7445 0.1402 1.2719 -0.2 -0.1 0.3 -0.001
O -1.8099 0.4935 0.4346 1.3 -0.1 -0.6 -0.011
C -4.0747 0.1880 0.8017 0.1 0.2 -0.3 0.000
H -7.8130 0.2755 -0.1720 0.0 0.0 0.0 0.000
H -6.3120 -0.4899 -0.7385 0.0 0.0 0.0 0.000
H -6.3561 1.2648 -0.4078 0.0 0.0 0.0 0.000
H -5.7815 -0.4203 3.6638 0.0 -0.1 0.0 0.000
H -3.4960 -0.6544 4.5080 0.0 0.0 0.0 0.000
H -1.5226 -1.7208 4.7756 0.0 0.0 0.0 0.001
H -1.2897 -0.0254 5.2287 -0.1 0.0 0.0 0.000
H 0.0933 -0.9911 4.6793 0.0 0.0 0.0 0.000
H -4.2099 0.4371 -0.2413 0.0 0.0 0.0 0.000
C 2.6450 -1.4365 -2.2792 -0.1 0.0 0.1 0.000
C 3.2109 -0.7061 -1.1094 0.2 0.0 -0.1 -0.001
N 2.5790 0.1902 -0.3953 -0.7 -0.4 0.5 0.003
C 3.3762 0.6688 0.6241 0.2 -0.1 -0.2 0.000
C 4.6211 0.1392 0.6673 0.1 -0.1 0.0 0.000
S 4.8130 -0.9972 -0.5887 -0.2 0.1 -0.1 0.000
C 2.7937 1.6130 1.5570 0.0 0.2 0.1 0.001
C 3.3959 2.3266 2.5380 0.0 0.1 0.1 0.002
S 2.2243 3.2062 3.4215 -0.1 -0.1 -0.2 0.005
C 0.9795 2.5837 2.4109 0.1 0.2 0.1 0.004
N 1.4354 1.7862 1.4863 -0.6 -0.3 -0.1 0.048
C -0.4540 2.9568 2.5854 0.0 -0.1 0.0 0.000
H 1.7627 -2.0011 -1.9703 0.0 0.0 0.0 0.000
H 3.3713 -2.1362 -2.6862 0.0 0.0 0.0 0.000
H 2.3665 -0.7345 -3.0671 0.1 0.0 0.0 0.000
H 5.4053 0.3265 1.3814 0.0 0.0 0.0 0.000
H 4.4421 2.3803 2.7887 0.0 0.0 0.0 0.000
H -0.7813 2.7402 3.6024 0.0 0.0 0.0 0.000
H -1.0659 2.3833 1.8906 0.0 0.0 0.0 0.000
H -0.5982 4.0239 2.4123 0.0 0.0 0.0 0.000
N -0.1230 2.2987 -0.8640 0.0 0.1 0.4 0.063
C -0.1664 2.1592 -2.3159 0.1 0.2 0.0 0.004
C -1.0357 0.9724 -2.6148 -0.2 0.0 -0.1 -0.002
N -0.4661 -0.1967 -1.9442 1.0 0.3 0.5 -0.042
H -1.0531 2.5020 -0.5069 0.0 0.0 0.0 0.000
H 0.5065 3.0414 -0.5847 0.0 0.0 0.1 0.002
H 0.8520 1.9822 -2.6703 0.0 0.0 0.0 0.000
H -0.5560 3.0511 -2.8122 0.0 0.0 -0.1 0.002
H -1.1210 0.8318 -3.6943 -0.1 -0.1 0.0 -0.002
H -2.0331 1.1420 -2.2087 0.0 -0.1 0.0 0.000
H 0.3191 -0.5635 -2.4673 -0.2 -0.1 -0.1 -0.001
H -1.1383 -0.9415 -1.7999 0.1 0.0 0.2 0.000
Br -1.4668 -7.4324 -0.5344 0.0 0.0 0.0 0.000
C -0.0739 -6.2629 -0.0286 0.0 -0.1 0.0 0.000
C 1.1435 -6.7820 0.3950 0.0 0.1 0.0 0.000
N 2.1642 -6.0042 0.7389 0.1 -0.1 0.1 0.000
C 1.9974 -4.6871 0.7138 -0.1 0.0 0.0 0.000
C 0.8024 -4.0871 0.3342 -0.1 0.0 0.0 0.000
C -0.2511 -4.8957 -0.0707 0.0 0.0 0.0 0.000
C 0.6521 -2.6023 0.3821 0.3 -0.4 0.1 0.002
O 1.5392 -1.9038 0.8928 0.2 0.0 0.2 0.066
O -0.3805 -2.0765 -0.1341 0.0 1.1 0.1 -0.049
H 1.3001 -7.8520 0.4563 0.0 0.0 0.0 0.000
H 2.8428 -4.0757 1.0047 0.0 0.0 0.0 0.000
H -1.1785 -4.4530 -0.4073 0.0 0.0 0.1 0.000
```
Forces are in eV/Å.

- Highest occupied orbital energy (spin up / spin down): -10.6 / -10.6 eV
- 2S+1: 2
- Energy above the lowest of the compared OMol25 structures with the same formula, charge and spin: 0.0 kcal per mole
- LUMO energy (spin up / spin down): -3.6990 / -3.1361 eV
- Expectation value of S²: 0.97
- Net charge: +1
- Strongest force on any atom: 2.828 eV/Å
- HOMO-LUMO gap (spin up / spin down): 6.862 / 7.416 eV

---

The following is a quantum chemistry calculation of a structure of composition C25H28CdF5O2S at a distorted geometry, from the OMol25 dataset.

XYZ file:
```
62
Properties=species:S:1:pos:R:3:forces:R:3:nbo_charge:R:1
O -0.1421 0.6921 -0.9050 0.5 -0.6 -0.7 -0.546
C 0.8904 0.3890 -1.9043 -0.3 0.3 0.4 -0.066
C 0.1843 1.2401 -2.9436 -0.7 0.0 -0.2 -0.454
H 0.9057 -0.6756 -2.1687 0.2 0.1 0.2 0.164
H 1.8778 0.7533 -1.5963 -0.2 -0.2 0.2 0.193
C -0.8729 1.4893 -1.8697 0.2 0.2 -0.2 0.269
H -0.2818 0.6412 -3.7182 0.5 0.7 0.4 0.226
H 0.7148 2.1213 -3.3218 -0.1 -0.2 0.0 0.196
C -2.1965 0.8579 -2.2562 -0.2 0.1 0.2 -0.630
H -2.0416 -0.1502 -2.6590 0.0 0.1 0.1 0.205
H -2.6458 1.4835 -3.0376 -0.1 -0.2 0.1 0.198
H -2.8834 0.8013 -1.4062 0.0 0.0 -0.1 0.220
C -0.9880 2.9403 -1.4878 -0.2 0.2 0.2 -0.625
H 0.0041 3.4022 -1.4877 -0.3 0.0 0.2 0.222
H -1.4463 3.0639 -0.5032 0.1 0.1 -0.1 0.229
H -1.6201 3.4286 -2.2382 0.1 0.1 0.1 0.191
Cd 0.1018 -1.3141 1.6500 0.2 1.5 0.5 1.408
C 0.9935 2.4482 3.1078 0.6 0.0 -0.5 -0.350
C 1.9969 1.4625 2.9161 -0.7 0.2 0.0 -0.359
C 2.3156 1.4223 1.5336 -0.4 0.2 -0.3 -0.422
H 2.4534 0.8534 3.6884 -0.1 0.1 -0.2 0.198
C 1.5595 2.4333 0.8785 -0.2 0.1 0.8 -0.339
C 0.7318 3.0621 1.8507 0.7 -0.6 -0.1 -0.366
H 0.0154 3.8554 1.6579 0.0 -0.1 0.0 0.176
H 0.5138 2.6915 4.0504 0.1 0.0 -0.1 0.182
H 3.0200 0.7437 1.0601 0.1 0.2 0.1 0.180
H 1.6170 2.6943 -0.1731 0.0 -0.1 0.1 0.165
C -1.9147 0.0176 3.5524 -0.4 -0.7 -0.5 -0.312
C -1.9663 1.2080 2.7992 -0.4 -0.3 -0.5 -0.232
C -2.0475 0.8836 1.4401 0.0 0.1 0.4 -0.274
H -1.9993 2.2200 3.1981 0.3 -0.4 -0.1 0.219
C -2.0394 -0.5386 1.3051 -0.2 0.2 -0.3 -0.522
C -2.0204 -1.0833 2.6538 -0.1 0.4 1.1 -0.492
H -2.2551 -2.1127 2.9194 0.1 0.2 0.0 0.225
H -1.8671 -0.0399 4.6371 0.1 -0.1 -0.3 0.209
H -2.1642 1.6113 0.6420 0.3 -0.4 0.2 0.206
H -2.3258 -1.0935 0.4141 -0.1 0.1 0.2 0.228
O 0.4054 -0.7096 -4.7867 0.2 -0.3 -1.9 -0.549
C -0.0696 0.1925 -5.8282 0.1 0.2 0.2 -0.080
C 0.3255 -0.3577 -7.2042 -0.1 -0.4 0.4 -0.434
H 0.3699 1.1956 -5.6865 -0.1 -0.4 0.2 0.182
H -1.1616 0.2999 -5.7216 0.4 -0.1 0.0 0.187
C 1.3351 -1.4871 -6.8921 0.1 0.3 0.4 -0.433
H 0.7718 0.4327 -7.8147 -0.1 -0.2 0.0 0.214
H -0.5656 -0.7471 -7.7082 0.3 0.0 0.0 0.205
C 1.2203 -1.7354 -5.3678 -0.1 -0.1 0.0 -0.063
H 2.3525 -1.1528 -7.1239 -0.2 -0.2 -0.1 0.207
H 1.1174 -2.4013 -7.4485 0.1 0.2 0.0 0.213
H 2.2066 -1.7186 -4.8711 -0.4 0.0 -0.2 0.181
H 0.7429 -2.7046 -5.1572 0.2 0.2 0.0 0.172
F -0.4731 -3.3728 8.2741 0.0 0.0 -0.3 -0.299
C 0.0109 -3.0709 7.0570 0.4 0.1 -0.1 0.256
C 0.4065 -1.7634 6.7702 -0.2 -0.2 0.1 0.265
F 0.2351 -0.7878 7.6881 0.0 -0.5 -0.4 -0.295
C 0.9454 -1.4712 5.5260 -0.2 1.0 -0.6 0.334
F 1.1484 -0.1556 5.2399 0.0 -1.5 0.5 -0.284
C 1.1467 -2.4452 4.5301 -0.7 -0.4 0.9 -0.278
S 1.9265 -2.0838 3.0167 0.6 -0.3 -0.5 -0.405
C 0.7097 -3.7477 4.8556 0.0 0.4 -0.4 0.308
F 0.7337 -4.7012 3.8952 0.1 0.3 0.7 -0.306
C 0.1718 -4.0712 6.0963 0.0 0.2 0.1 0.289
F -0.1897 -5.3388 6.3836 0.0 0.4 -0.1 -0.310
```
Forces are in eV/Å.

- Highest occupied orbital energy: -2.7 eV
- Energy above the lowest of the compared OMol25 structures with the same formula, charge and spin: 33.0 kcal per mole
- LUMO energy: 2.1099 eV
- Net charge: -1
- Strongest force on any atom: 1.935 eV/Å
- HOMO-LUMO gap: 4.827 eV

---

The following is a quantum chemistry calculation of a structure of composition C25H28Cl5CuO2 at a distorted geometry, from the OMol25 dataset.

XYZ file:
```
61
Properties=species:S:1:pos:R:3:forces:R:3:lowdin_spin:R:1
O -0.7404 -2.8788 -2.9454 0.7 -2.8 -1.4 0.001
C 0.2315 -3.9845 -3.2311 0.5 0.3 1.0 0.000
C -0.6202 -4.6288 -4.2755 0.0 -0.3 -0.1 0.000
H 0.3716 -4.6693 -2.3811 0.2 0.7 -0.4 0.000
H 1.1830 -3.5820 -3.6007 -0.2 0.0 0.3 0.000
C -1.5173 -3.4058 -4.0919 -0.6 -0.1 -0.4 0.000
H -1.0343 -5.5852 -3.9275 0.0 0.3 -0.3 0.000
H -0.0948 -4.7149 -5.2317 -0.5 -0.1 0.0 0.000
C -2.9655 -3.7224 -3.7842 -0.2 -0.2 -0.2 0.000
H -3.0770 -4.5373 -3.0604 0.1 0.3 -0.1 0.000
H -3.4244 -4.0477 -4.7254 0.0 0.0 0.1 0.000
H -3.5093 -2.8358 -3.4604 -0.1 -0.1 0.1 0.000
C -1.4007 -2.4955 -5.2815 -0.2 0.2 -0.3 0.000
H -0.3602 -2.3909 -5.5846 0.1 0.2 0.0 0.000
H -1.8301 -1.5175 -5.0770 0.0 0.2 0.0 0.000
H -1.9518 -2.9521 -6.1109 0.1 0.1 0.0 0.000
Cu -0.4115 -1.0925 -1.3035 -0.3 0.5 1.6 0.228
C 1.9524 1.0363 -1.7975 0.5 -0.9 0.4 0.005
C 2.1108 -0.0176 -0.8541 0.5 0.2 -1.1 -0.003
C 1.6285 -1.2322 -1.4492 0.5 0.7 -1.2 0.010
H 2.5775 0.0675 0.1310 -0.3 0.0 -0.4 0.000
C 1.1773 -0.8665 -2.8061 1.0 0.3 0.7 0.019
C 1.3512 0.5242 -2.9644 0.6 -0.4 0.0 0.000
H 1.1214 1.0804 -3.8742 0.0 -0.1 0.3 0.000
H 2.3009 2.0607 -1.6651 -0.4 -0.2 0.1 0.001
H 1.8282 -2.2570 -1.1179 0.0 0.4 0.0 0.000
H 0.9851 -1.5643 -3.6027 -0.3 0.2 0.1 0.001
C -2.1029 1.4124 -1.1119 -0.3 -0.6 0.2 0.000
C -2.0422 0.7317 -2.3499 -0.6 -0.4 0.5 0.161
C -2.2649 -0.6621 -2.0990 -0.9 0.9 1.3 -0.010
H -1.8906 1.1573 -3.3415 0.0 0.0 0.4 0.009
C -2.4060 -0.8283 -0.6603 -0.1 0.1 -2.2 0.095
C -2.2455 0.4678 -0.0643 -0.9 1.0 -1.3 0.179
H -2.3054 0.7089 0.9818 -0.2 0.0 0.1 0.006
H -2.1263 2.4887 -0.9864 0.5 -0.2 0.0 -0.003
H -2.5382 -1.4051 -2.8161 0.2 0.0 -0.1 -0.003
H -2.7988 -1.7199 -0.2037 0.1 0.2 -0.1 0.004
O -1.8564 -5.9207 -1.3649 1.1 0.9 0.3 0.000
C -1.7672 -4.6088 -0.7075 -0.7 0.2 0.1 0.000
C -0.3326 -4.4152 -0.1581 -0.3 0.1 -1.4 -0.001
H -2.5653 -4.5790 0.0771 0.8 -0.1 -0.5 0.000
H -1.9752 -3.8114 -1.4580 0.0 -0.8 0.7 0.000
C 0.2476 -5.8396 -0.1189 -0.3 0.2 0.6 0.000
H -0.3009 -3.8225 0.7478 0.0 -0.6 0.2 0.000
H 0.2120 -3.7982 -0.8963 -0.3 -0.3 0.7 0.000
C -0.7372 -6.7219 -0.9466 0.0 0.5 0.4 0.000
H 0.2580 -6.1687 0.9419 0.2 -0.1 -0.7 0.000
H 1.2662 -5.8402 -0.5284 -0.2 -0.2 0.2 0.000
H -1.1381 -7.4839 -0.2847 0.1 -0.4 -0.1 0.000
H -0.2448 -7.1963 -1.8133 -0.3 0.2 0.2 0.000
Cl 0.3685 1.9354 0.6189 0.1 0.1 0.3 0.006
C 0.3659 0.4365 1.4930 1.1 0.1 1.4 0.024
C -0.2209 -0.7155 1.0113 -1.2 0.2 -0.6 0.214
C -0.6312 -1.6241 1.9580 1.1 0.0 1.4 0.021
Cl -2.0759 -2.6090 1.8281 0.0 -0.2 0.2 0.010
C 0.0106 -1.7111 3.2210 0.1 1.2 -0.8 0.008
Cl -0.2406 -3.0509 4.2412 0.0 -0.5 0.6 0.005
C 0.8416 -0.6490 3.6239 -0.6 -0.1 -1.0 -0.003
Cl 1.6013 -0.6428 5.1513 0.2 -0.2 0.5 -0.001
C 0.9581 0.4717 2.7829 -0.7 -0.7 -0.7 0.008
Cl 1.8078 1.8541 3.3263 0.2 0.3 0.2 0.005
```
Forces are in eV/Å.

- Highest occupied orbital energy (spin up / spin down): -3.6 / -3.4 eV
- 2S+1: 2
- Energy above the lowest of the compared OMol25 structures with the same formula, charge and spin: 49.8 kcal per mole
- LUMO energy (spin up / spin down): 2.5715 / 2.1760 eV
- Expectation value of S²: 0.77
- Net charge: -1
- Strongest force on any atom: 3.143 eV/Å
- HOMO-LUMO gap (spin up / spin down): 6.150 / 5.580 eV